1.
Entry from the OMol25 dataset: a molecular structure, C29H32NOZr in a non-equilibrium geometry (ωB97M-V/def2-TZVPD).

The geometry in XYZ format:
```
64
Properties=species:S:1:pos:R:3:forces:R:3
C -1.0115 1.3958 -2.5472 -0.385 -0.700 -0.049
C 0.1156 0.5279 -2.6425 -0.658 -0.366 -0.188
C -0.2926 -0.7842 -2.2596 -0.902 0.362 -0.531
H 1.0894 0.7737 -3.0688 -0.305 0.076 0.521
C -1.6954 -0.7397 -1.9496 0.180 0.524 -1.181
C -2.1414 0.6097 -2.1303 0.552 -0.419 -0.493
H -2.3395 -1.6011 -1.8068 0.235 0.244 0.332
C 1.6473 2.9279 0.6760 -0.232 -0.058 -0.170
C 1.7323 2.2573 -0.5766 -0.435 0.283 0.405
C 2.3288 0.9914 -0.3460 -0.872 -0.945 1.003
H 1.5314 2.6969 -1.5463 0.209 0.114 0.149
C 2.5003 0.8274 1.0777 0.017 0.795 -0.329
C 2.1122 2.0675 1.6877 0.159 -1.056 -0.318
H 0.2943 -1.6942 -2.3355 0.023 0.149 0.235
H -3.1785 0.9234 -2.0675 0.275 0.101 0.116
H -1.0493 2.4406 -2.8578 0.110 -0.306 0.423
H 2.1694 2.2853 2.7585 -0.182 -0.046 -0.465
H 2.5841 0.2460 -1.0978 0.018 0.238 0.081
H 1.3112 3.9534 0.8128 0.086 -0.296 -0.051
Zr -0.6754 0.5230 -0.1875 2.162 4.611 -1.313
C 2.3245 -0.5540 1.7195 -0.286 0.274 -0.454
C 2.5228 -0.5730 3.2269 0.136 -0.102 0.161
C 3.1492 -1.6343 1.0343 0.325 -0.254 0.122
H 3.5426 -0.2225 3.4509 -0.373 -0.148 -0.007
H 2.4210 -1.6012 3.6084 0.035 0.303 -0.009
H 1.8134 0.0716 3.7608 0.155 -0.079 -0.152
H 4.2149 -1.3711 1.1243 -0.358 -0.213 -0.093
H 2.8996 -1.7462 -0.0286 0.131 0.136 0.152
H 2.9830 -2.6145 1.5079 0.117 0.227 -0.077
C 0.7979 -0.7135 1.2965 0.483 0.080 0.833
C -0.3618 -1.6611 1.3848 -1.591 0.045 -1.179
H 0.9924 -0.7226 0.1448 -0.198 -0.028 1.327
H 0.3653 0.2335 1.7402 0.419 -0.323 -0.488
O -1.3729 -1.1144 0.6998 1.249 -3.078 2.459
N -0.4434 -2.9273 1.7318 -0.650 0.232 0.033
C -1.3697 -3.7803 0.9314 -0.455 0.072 0.545
H -0.0405 -3.2674 2.6021 0.513 0.067 -0.620
C -0.7502 -4.1010 -0.4057 0.496 -0.152 -0.622
C -1.5379 -4.3038 -1.5495 0.293 0.258 0.275
H -2.6239 -4.2427 -1.4465 0.264 -0.019 -0.212
C -0.9309 -4.5456 -2.7876 -0.142 -0.081 0.211
H -1.5584 -4.6521 -3.6778 0.283 -0.053 0.342
C 0.4605 -4.6452 -2.8846 0.046 0.135 0.199
H 0.9266 -4.8670 -3.8464 -0.151 0.131 0.292
C 1.2546 -4.4608 -1.7450 -0.406 -0.068 0.023
H 2.3428 -4.5218 -1.8070 -0.347 -0.038 -0.006
C 0.6422 -4.2008 -0.5135 0.120 0.104 -0.174
H 1.2611 -4.0567 0.3785 -0.154 -0.092 -0.416
H -2.2883 -3.2004 0.8130 0.019 -0.358 -0.041
H -1.5999 -4.6894 1.4944 0.131 0.214 0.064
C -1.9342 1.9539 1.0874 0.262 -0.983 -0.853
C -1.9326 3.3991 0.7873 -0.032 0.845 -0.071
C -2.4521 3.8664 -0.4346 0.417 0.057 0.312
C -2.3462 5.2088 -0.7842 -0.159 0.184 0.228
C -1.8116 6.1357 0.1205 0.110 -0.286 -0.022
C -1.3321 5.6901 1.3594 -0.230 0.087 -0.245
C -1.3871 4.3392 1.6896 -0.124 -0.378 -0.510
H -1.6857 1.7347 2.1340 -0.202 -0.079 -0.078
H -2.8754 1.4573 0.7904 -0.203 0.228 0.469
H -2.9176 3.1518 -1.1166 0.121 0.238 0.109
H -2.7125 5.5347 -1.7596 0.063 -0.004 0.322
H -1.7670 7.1936 -0.1414 0.018 -0.326 0.081
H -0.9274 6.4068 2.0757 -0.091 -0.201 -0.215
H -0.9879 3.9857 2.6413 -0.111 0.122 -0.189
```
Positions in Å, forces in eV/Å.

## Properties
Frontier orbital gap   6.1949 eV
Total charge   +1
Total energy   -1301.000461 a.u.
ΔE to the lowest compared entry with this formula, charge and spin   188.5 kJ/mol
2S+1   1

Atomic partial charges in e from the Mulliken method, atoms 1 to 2:
1 C -0.310
2 C -0.990

---

2.
Entry from the OMol25 dataset: a molecular structure, C37H35CaNO7Te in a non-equilibrium geometry (ωB97M-V/def2-TZVPD).

The geometry in XYZ format:
```
82
Properties=species:S:1:pos:R:3:forces:R:3
Ca -0.7250 -0.1509 0.9642 -0.070 -0.131 -0.480
O 0.7168 3.9628 0.9815 -0.066 -0.018 -0.037
C 0.1385 2.8109 0.6532 -0.251 0.008 -0.149
O 0.7947 1.7955 0.4374 0.083 0.036 0.253
C -1.3355 2.8003 0.5298 0.025 -0.287 -0.150
C -2.1610 3.8023 0.8856 -0.136 0.185 0.055
C -3.6006 3.5809 0.7932 0.206 0.060 0.026
C -4.0716 2.3627 0.4495 0.095 -0.044 -0.174
C -3.1750 1.2868 0.1205 -0.094 -0.100 0.196
N -1.7679 1.5768 0.0646 -0.187 0.555 -0.586
C -3.4407 -0.0537 -0.0516 0.124 0.158 0.006
O -4.6808 -0.6151 -0.1257 -0.072 0.057 0.046
O -2.4585 -0.8915 -0.2134 -0.480 -0.285 -0.209
H 1.6677 3.7896 1.0389 0.046 0.021 0.020
H -1.7582 4.7265 1.2745 -0.031 -0.006 0.045
H -4.2813 4.3743 1.0672 0.013 0.021 -0.016
H -5.1437 2.1916 0.4497 0.006 0.011 -0.029
H -5.3484 0.0660 0.0065 -0.018 0.024 0.006
O 0.6786 -1.5375 2.0345 0.437 -0.437 0.603
C 0.8462 -1.2698 3.4700 -0.044 0.080 0.047
C -0.1739 -0.1280 3.8793 -0.173 -0.110 -0.188
O -0.1364 0.2435 5.0330 0.027 0.038 0.089
O -0.9735 0.2437 2.9509 0.168 0.212 1.842
C 0.4160 -2.5367 4.1995 0.140 -0.039 -0.030
C 1.2853 -3.2906 4.9759 0.009 -0.058 -0.023
C 0.8457 -4.4603 5.5867 0.004 0.011 -0.011
C -0.4608 -4.8868 5.4213 -0.029 0.024 -0.023
C -1.3343 -4.1397 4.6386 0.031 -0.032 0.023
C -0.8982 -2.9744 4.0340 -0.059 0.033 0.023
C 2.2823 -0.8430 3.7310 -0.041 0.015 0.002
C 3.2399 -0.8866 2.7243 0.018 0.022 -0.003
C 4.5562 -0.5156 2.9758 -0.016 -0.005 0.012
C 4.9312 -0.0936 4.2394 -0.006 -0.005 -0.003
C 3.9773 -0.0379 5.2481 0.011 0.000 0.000
C 2.6662 -0.4079 5.0008 0.016 -0.008 0.003
H 0.9534 -2.4488 1.8848 0.017 -0.042 0.018
H 2.3096 -2.9705 5.1100 -0.009 0.005 0.007
H 1.5327 -5.0365 6.1930 0.001 0.001 0.001
H -0.8022 -5.7948 5.9011 -0.001 -0.002 -0.002
H -2.3593 -4.4611 4.5081 -0.002 -0.001 0.000
H -1.5903 -2.3850 3.4426 0.014 0.005 0.014
H 2.9652 -1.1940 1.7254 0.001 -0.012 -0.012
H 5.2847 -0.5561 2.1759 0.000 -0.003 -0.001
H 5.9562 0.1904 4.4392 -0.001 0.012 -0.001
H 4.2557 0.2984 6.2387 0.001 -0.002 0.001
H 1.9226 -0.3485 5.7817 0.003 -0.012 0.004
C -0.3141 -3.1168 -1.2264 -0.040 0.010 0.013
C 0.1442 -2.1280 -2.2974 -0.033 0.009 0.092
C 1.4850 -2.5753 -2.8781 0.017 -0.043 0.088
C 0.2786 -0.7080 -1.7048 -0.136 0.084 -0.296
H -0.4274 -4.1168 -1.6468 0.005 0.008 -0.005
H -1.2687 -2.8209 -0.7909 -0.017 0.018 0.008
H 0.4381 -3.1838 -0.4317 -0.002 0.001 -0.008
H -0.6129 -2.1276 -3.0850 0.057 -0.028 0.011
H 2.2431 -2.6021 -2.0904 -0.012 -0.020 0.008
H 1.8504 -1.9047 -3.6548 0.034 0.029 -0.011
H 1.4081 -3.5784 -3.3000 0.000 -0.001 -0.014
H 0.3356 -0.8201 -0.6277 0.492 -0.040 -0.617
H 1.1970 -0.2002 -2.0025 -0.086 -0.049 -0.047
Te -1.3455 0.6483 -2.2317 0.181 -0.087 -0.687
C -1.1318 0.2672 -4.4084 -0.188 0.029 0.091
C -2.0023 1.1285 -5.0740 -0.055 -0.001 -0.076
C -2.0848 1.1491 -6.4582 0.015 -0.021 -0.004
C -1.3007 0.2842 -7.2093 0.006 -0.006 0.029
C -0.4467 -0.5940 -6.5616 -0.025 0.032 0.009
C -0.3653 -0.6021 -5.1725 0.125 0.010 -0.012
C -0.1907 2.3709 -2.6288 -0.115 0.038 0.119
C 1.1080 2.3128 -3.1157 0.038 -0.015 -0.013
C 1.8003 3.4870 -3.3632 -0.012 0.027 -0.006
C 1.1895 4.7175 -3.1459 0.000 -0.023 -0.003
C -0.1200 4.7716 -2.6962 0.009 -0.021 -0.012
C -0.8142 3.5957 -2.4347 0.037 0.040 0.017
H -2.6394 1.8084 -4.5114 0.025 -0.002 0.021
H -2.7646 1.8343 -6.9485 0.000 0.002 0.001
H -1.3589 0.2923 -8.2898 -0.010 -0.005 -0.001
H 0.1609 -1.2834 -7.1347 0.011 0.010 -0.003
H 0.3160 -1.2996 -4.7123 0.002 0.025 -0.022
H 1.5822 1.3622 -3.3315 -0.012 0.034 0.029
H 2.8144 3.4415 -3.7388 0.003 0.008 0.003
H 1.7341 5.6324 -3.3393 -0.001 0.000 -0.007
H -0.6064 5.7258 -2.5421 0.003 0.004 0.006
H -1.8369 3.6435 -2.0839 -0.028 -0.010 0.084
```
Positions in Å, forces in eV/Å.

## Properties
Frontier orbital gap   5.7315 eV
Total charge   0
Total energy   -2958.039667 a.u.
ΔE to the lowest compared entry with this formula, charge and spin   427.2 kJ/mol
2S+1   1

Atomic partial charges in e from the Mulliken method, atoms 1 to 2:
1 Ca 1.783
2 O -0.507

---

3.
Entry from the OMol25 dataset: C29H32N2O4 in the gas phase (ωB97M-V/def2-TZVPD).

The geometry in XYZ format:
```
67
Properties=species:S:1:pos:R:3:forces:R:3
C 2.4634 -2.6023 -3.0929 -0.068 0.029 -0.082
C 1.4983 -1.6347 -3.7050 0.174 -0.135 -0.342
C 1.3393 -1.5491 -5.0271 -0.060 0.167 0.157
C 0.3633 -0.6250 -5.7015 -0.182 -0.154 -0.283
N 0.0016 0.4346 -4.7800 0.081 0.360 -0.395
C -0.0127 0.2815 -3.4265 0.033 -0.078 0.548
C -0.7071 1.1830 -2.6167 0.033 -0.123 -0.077
C -0.6813 1.0587 -1.2447 0.195 -0.265 0.259
C 0.0392 0.0224 -0.6639 0.080 0.111 -0.237
C 0.7423 -0.8784 -1.4441 -0.111 0.055 0.155
C 0.7343 -0.7531 -2.8275 -0.387 0.323 -0.050
H 1.3007 -1.6684 -0.9729 0.066 -0.040 0.017
O -0.0370 -0.0545 0.7300 -0.483 0.112 -0.495
C 0.9833 -0.4305 1.4897 0.502 -0.564 0.544
O 2.0352 -0.8689 1.1122 -0.196 0.054 0.038
C 0.6287 -0.2570 2.9780 0.116 -0.091 -0.234
N -0.8112 -0.2950 3.1542 0.501 0.051 0.144
C -1.7035 0.7155 2.8446 -0.375 -0.137 0.304
O -1.4249 1.8154 2.4488 0.065 0.269 -0.166
C -3.0901 0.1933 3.1852 -0.304 0.167 -0.017
C -4.1988 0.7790 2.3146 0.248 0.061 -0.101
C -4.2247 0.1522 0.9258 -0.282 -0.083 0.183
C -4.3306 -1.3633 1.0465 0.274 0.073 -0.176
C -3.0789 -1.9019 1.7269 -0.290 -0.095 0.035
H -3.1047 -2.9904 1.7931 0.105 0.016 0.006
H -2.2130 -1.6249 1.1190 0.049 -0.032 -0.052
C -2.9074 -1.3231 3.1445 0.044 -0.115 -0.022
C -1.4391 -1.4930 3.4660 -0.458 -0.090 0.222
O -0.8678 -2.4795 3.8465 0.105 -0.204 -0.015
H -3.5492 -1.8559 3.8471 0.120 0.017 0.025
H -4.4236 -1.8149 0.0576 -0.070 -0.052 0.017
H -5.2174 -1.6285 1.6263 -0.103 -0.047 -0.006
H -5.0715 0.5496 0.3638 0.052 0.051 -0.055
H -3.3104 0.4089 0.3871 0.050 0.038 -0.107
H -4.0386 1.8562 2.2391 -0.068 0.004 0.084
H -5.1609 0.6097 2.8033 -0.011 0.033 0.025
H -3.2687 0.5040 4.2234 0.096 -0.040 -0.060
C 1.2826 1.0262 3.5512 0.034 0.079 -0.050
C 2.2243 1.6536 2.5571 0.078 0.244 0.263
C 1.7169 2.4451 1.5333 -0.019 0.063 0.043
C 2.5602 2.9699 0.5714 0.023 0.030 -0.087
C 3.9205 2.7181 0.6293 0.058 0.041 -0.099
C 4.4334 1.9436 1.6550 0.095 -0.044 0.017
C 3.5886 1.4104 2.6123 -0.034 0.088 0.008
H 3.9907 0.7930 3.4025 0.035 -0.079 0.088
H 5.4941 1.7452 1.7047 0.085 -0.014 0.002
H 4.5792 3.1244 -0.1245 0.053 0.033 -0.050
H 2.1542 3.5737 -0.2274 -0.032 0.055 -0.056
H 0.6555 2.6408 1.4932 -0.113 0.002 0.009
H 0.4939 1.7395 3.7889 0.087 -0.072 0.048
H 1.8148 0.7784 4.4702 -0.051 -0.006 -0.026
H 1.0191 -1.1427 3.4930 -0.096 0.193 -0.201
H -1.2095 1.7521 -0.6092 -0.069 0.095 0.099
H -1.2655 1.9861 -3.0758 -0.066 0.092 -0.043
H -0.6101 1.1426 -5.1579 0.030 -0.058 0.058
C 1.0060 0.0170 -6.9368 -0.015 -0.119 0.269
H 1.8901 0.5785 -6.6447 0.063 0.043 0.012
H 0.3057 0.6949 -7.4206 -0.095 0.075 -0.086
H 1.2965 -0.7472 -7.6524 0.009 -0.089 -0.132
C -0.8896 -1.4220 -6.1199 0.251 0.095 0.126
H -1.3691 -1.8420 -5.2381 -0.042 -0.044 0.067
H -1.5998 -0.7748 -6.6315 -0.089 0.084 -0.087
H -0.6157 -2.2351 -6.7867 -0.002 -0.136 -0.114
H 1.9000 -2.1898 -5.6916 0.130 -0.138 -0.055
H 3.0351 -3.1099 -3.8656 0.035 -0.048 -0.018
H 3.1509 -2.0834 -2.4276 0.089 -0.022 0.096
H 1.9301 -3.3520 -2.5098 0.023 -0.086 0.109
```
Positions in Å, forces in eV/Å.

## Properties
Frontier orbital gap   8.0784 eV
Total charge   0
Total energy   -1534.831268 a.u.
ΔE to the lowest compared entry with this formula, charge and spin   0.0 kJ/mol
SMILES   CC1=CC(C)(C)Nc2ccc(OC(=O)[C@@H](Cc3ccccc3)N3C(=O)[C@H]4CCCC[C@H]4C3=O)cc21
2S+1   1

Atomic partial charges in e from the Mulliken method, atoms 1 to 2:
1 C -2.014
2 C 1.461